No. 1
ORCA calculation (ωB97M-V/def2-TZVPD) on a molecular structure, C14H26CaN6O6 in a non-equilibrium geometry.

The maximum force is 3.44 eV/Å. The calculation puts the HOMO energy (alpha / beta) at -5.68 / -5.64 eV. Its LUMO energy (alpha / beta) is -0.065 / -0.067 Eh. The frontier orbital gap (alpha / beta) is 3.910 / 3.824 eV. Its spin multiplicity is 1. Its electronic energy is -2006.410019 Eh. As for the relative energy (zero: lowest compared OMol25 entry of this formula, charge and spin): 23.34 kcal per mole.

```
53
C14H26CaN6O6 ωB97M-V/def2-TZVPD
O -1.02 -0.67 -2.83
H -1.12 -1.64 -2.84
Ca 1.40 0.13 -0.10
N 1.93 -1.88 -1.31
N -0.23 -1.94 -0.15
N 1.10 2.64 0.09
N -0.71 1.12 0.95
O 3.19 -1.70 -1.34
O 1.78 3.36 -0.75
O -1.83 0.40 1.28
O -1.27 -2.00 0.66
C 0.13 -3.16 -0.66
C 1.43 -3.15 -1.23
C 0.19 3.28 0.85
C -0.81 2.40 1.38
C 2.17 -4.36 -1.64
H 2.12 -4.50 -2.73
H 1.75 -5.26 -1.18
H 3.23 -4.28 -1.36
C -0.73 -4.36 -0.50
H -1.73 -4.17 -0.92
H -0.85 -4.61 0.57
H -0.29 -5.23 -1.01
C 0.13 4.75 1.06
C -1.90 2.91 2.25
H 0.84 5.27 0.42
H 0.35 5.00 2.11
H -0.88 5.13 0.86
H -2.54 2.09 2.57
H -2.51 3.65 1.73
H -1.49 3.41 3.14
H 1.93 2.16 -1.74
H -1.59 -0.56 0.98
C -2.43 0.28 -3.31
H -2.31 0.29 -4.38
H -2.18 1.16 -2.75
H -3.17 -0.38 -2.89
O 1.85 1.17 -2.02
H -0.09 -0.45 -3.07
H 2.51 1.01 -2.73
N 0.82 -1.81 3.06
C 1.75 -0.84 3.25
C 2.38 -0.67 4.51
C 3.26 0.40 4.66
C 3.48 1.26 3.59
C 2.85 1.01 2.38
N 2.03 -0.05 2.20
H 0.23 -1.86 2.22
H 0.58 -2.38 3.85
H 2.14 -1.39 5.29
H 3.75 0.55 5.62
H 4.14 2.13 3.67
H 2.99 1.67 1.51
```

No. 2
ORCA calculation (ωB97M-V/def2-TZVPD) on C30H32N4O2 in the gas phase in a non-equilibrium geometry.

Its SMILES is C[C@](C#N)(c1ccc([N+](=O)[O-])cc1)C(c1ccc(N2CCCC2)cc1)c1ccc(N2CCCC2)cc1. The maximum force is 3.41 eV/Å. The calculation puts the HOMO energy at -7.50 eV. Its LUMO energy is -0.033 Eh. The frontier orbital gap is 6.610 eV. Its spin multiplicity is 1. Its electronic energy is -1531.733539 Eh. As for the relative energy (zero: lowest compared OMol25 entry of this formula, charge and spin): 158.61 kcal per mole.

```
68
C30H32N4O2 ωB97M-V/def2-TZVPD
C -1.49 3.70 5.12
C -0.16 2.98 4.80
C -0.06 1.90 5.87
N 0.03 1.02 6.64
C 0.98 4.05 5.10
C 0.82 5.43 4.80
C 1.79 6.38 5.09
C 2.97 6.01 5.75
N 4.03 6.95 5.98
O 5.07 6.57 6.56
O 3.90 8.13 5.57
C 3.13 4.66 6.11
C 2.15 3.72 5.81
C -0.12 2.30 3.41
C 1.17 1.48 3.30
C 1.31 0.20 3.88
C 2.48 -0.53 3.72
C 3.53 -0.07 2.86
N 4.68 -0.80 2.68
C 5.12 -1.78 3.65
C 6.49 -2.28 3.14
C 6.62 -1.76 1.71
C 5.55 -0.67 1.54
C 3.31 1.16 2.19
C 2.18 1.93 2.46
C -1.36 1.43 3.02
C -2.60 2.07 3.06
C -3.79 1.37 3.02
C -3.81 0.03 2.54
N -4.99 -0.68 2.50
C -5.98 -0.60 3.57
C -7.10 -1.58 3.18
C -6.87 -1.94 1.72
C -5.42 -1.53 1.40
C -2.57 -0.49 2.11
C -1.37 0.16 2.40
H -1.70 4.53 4.43
H -2.36 3.04 5.22
H -1.28 4.13 6.11
H -0.13 5.83 4.45
H 1.69 7.43 4.82
H 4.05 4.37 6.62
H 2.25 2.72 6.24
H -0.06 3.10 2.65
H 0.49 -0.27 4.40
H 2.60 -1.50 4.22
H 5.19 -1.36 4.66
H 4.41 -2.62 3.71
H 7.27 -1.87 3.78
H 6.54 -3.37 3.21
H 7.62 -1.38 1.51
H 6.43 -2.58 1.01
H 5.01 -0.80 0.60
H 6.02 0.32 1.51
H 4.06 1.53 1.49
H 2.02 2.88 1.95
H -2.63 3.15 3.07
H -4.73 1.85 3.30
H -6.38 0.42 3.66
H -5.55 -0.86 4.54
H -8.09 -1.14 3.35
H -7.02 -2.48 3.81
H -7.02 -3.00 1.52
H -7.55 -1.37 1.08
H -4.76 -2.41 1.31
H -5.36 -0.98 0.44
H -2.56 -1.45 1.58
H -0.44 -0.30 2.09
```

No. 3
ORCA calculation (ωB97M-V/def2-TZVPD) on a molecular structure, C4H2BaLiO2 in a non-equilibrium geometry.

The maximum force is 2.87 eV/Å. The calculation puts the HOMO energy (alpha / beta) at -4.18 / -5.12 eV. Its LUMO energy (alpha / beta) is -0.047 / -0.047 Eh. The frontier orbital gap (alpha / beta) is 2.895 / 3.827 eV. Its spin multiplicity is 2. Its electronic energy is -336.876934 Eh.

```
10
C4H2BaLiO2 ωB97M-V/def2-TZVPD
C -0.26 1.45 0.66
C -0.08 0.19 0.95
O -0.57 2.33 -0.08
Li -1.18 2.57 -1.85
H 0.04 -0.19 1.97
C -0.68 -0.73 -0.48
C 0.29 -1.28 -1.24
O 1.45 -1.65 -0.74
Ba 2.73 -1.69 1.28
H -1.74 -0.98 -0.47
```

No. 4
ORCA calculation (ωB97M-V/def2-TZVPD) on C24H21FN2O2S in the gas phase.

Its SMILES is CSc1ccc(/C=C(/NC(=O)c2ccc(C)cc2)C(=O)Nc2cccc(F)c2)cc1. The maximum force is 0.86 eV/Å. The calculation puts the HOMO energy at -7.75 eV. Its LUMO energy is 0.004 Eh. The frontier orbital gap is 7.849 eV. Its spin multiplicity is 1. Its electronic energy is -1685.234185 Eh. As for the relative energy (zero: lowest compared OMol25 entry of this formula, charge and spin): 22.44 kcal per mole.

```
51
C24H21FN2O2S ωB97M-V/def2-TZVPD
C -7.77 -0.27 -0.23
S -6.54 0.51 -1.32
C -5.05 0.47 -0.37
C -4.98 0.04 0.95
C -3.76 0.06 1.60
C -2.59 0.48 0.97
C -1.34 0.48 1.70
C -0.12 0.27 1.19
N 1.01 0.43 1.99
C 2.31 0.02 1.82
O 3.19 0.54 2.46
C 2.55 -1.11 0.88
C 3.69 -1.08 0.07
C 3.95 -2.13 -0.79
C 3.11 -3.23 -0.84
C 3.39 -4.37 -1.77
C 2.01 -3.27 0.00
C 1.72 -2.23 0.86
C 0.08 -0.17 -0.23
O -0.49 -1.14 -0.70
N 0.95 0.55 -1.00
C 1.67 1.71 -0.71
C 1.18 2.72 0.10
C 1.94 3.84 0.36
C 3.20 3.99 -0.20
C 3.66 2.99 -1.04
F 4.87 3.13 -1.62
C 2.92 1.86 -1.31
C -2.69 0.94 -0.35
C -3.90 0.93 -1.01
H -7.45 -1.27 0.03
H -7.93 0.34 0.65
H -8.69 -0.32 -0.82
H -5.85 -0.31 1.47
H -3.71 -0.28 2.63
H -1.42 0.68 2.76
H 0.90 1.05 2.78
H 4.35 -0.23 0.13
H 4.83 -2.09 -1.42
H 2.52 -4.57 -2.39
H 4.24 -4.16 -2.41
H 3.60 -5.28 -1.20
H 1.36 -4.14 -0.01
H 0.87 -2.28 1.51
H 1.17 0.09 -1.88
H 0.19 2.63 0.52
H 1.55 4.61 1.01
H 3.81 4.85 0.00
H 3.32 1.10 -1.97
H -1.82 1.32 -0.86
H -3.97 1.29 -2.03
```